Density functional theory data (ωB97M-V with the def2-TZVPD basis set) for a 2-piece molecular cluster, CH4ClNO2P2 overall in a non-equilibrium geometry.

Values from the calculation:
- lowest unoccupied orbital energy (alpha / beta) (eV) = -1.5 / -1.4
- energy relative to the best compared isomer or geometry (same formula, charge and spin) (kcal/mol) = 6.3
- HOMO-LUMO gap (alpha / beta) (eV) = 7.6 / 7.7

CARTESIAN COORDINATES (ANGSTROEM)
Cl (-1.570, 1.048, 0.640)
P (0.128, 0.798, -0.349)
P (-0.034, -1.066, -1.525)
O (-2.476, -0.953, -2.413)
O (0.389, 1.971, -1.161)
N (-1.437, -0.358, -2.134)
C (1.375, 0.156, 1.835)
H (2.044, 0.915, 1.843)
H (0.597, -0.190, 2.453)
H (-0.618, -1.674, -0.330)
H (1.602, -0.648, 1.143)